1.
Entry from the OMol25 dataset: C16H25BCuN10 as an isolated structure (wB97M-V/def2-TZVPD).

The strongest force on any atom is 3.11 eV/Å. As for the multiplicity: 2. As for the LUMO energy (alpha / beta): 0.5 / 0.5 eV. The value obtained for the highest occupied orbital energy (alpha / beta) is -6.510 / -8.289 eV.

Last column: Mulliken charge in e.
Cartesian coordinates (Å):
1 Cu 0.0000 0.0000 0.0000  -0.954
2 C 0.3730 0.0000 4.0996  -1.448
3 C 0.9735 0.0000 2.8661  0.316
4 N 0.0208 0.0000 1.9183  -0.197
5 N -1.1705 0.0000 2.5033  0.445
6 C -0.9797 0.0000 3.8439  0.161
7 B -2.4066 0.0000 1.5583  0.924
8 N -2.2606 1.2707 0.6740  0.911
9 C -3.1395 2.2828 0.5066  -0.097
10 C -2.5783 3.2136 -0.3376  -1.021
11 C -1.3341 2.7125 -0.6493  0.065
12 N -1.1611 1.5363 -0.0179  -0.880
13 N -2.2606 -1.2707 0.6739  0.820
14 C -3.1395 -2.2828 0.5066  -0.050
15 C -2.5784 -3.2136 -0.3376  -1.075
16 C -1.3341 -2.7125 -0.6493  -0.101
17 N -1.1611 -1.5363 -0.0179  -0.656
18 N -3.8342 0.0000 2.2194  0.506
19 C -4.2622 0.0000 3.5045  -0.161
20 C -5.6383 0.0000 3.5209  -0.580
21 C -6.0133 0.0000 2.2029  -0.511
22 N -4.9090 0.0000 1.4378  -1.112
23 H 0.8589 0.0000 5.0660  0.426
24 H 2.0366 0.0000 2.6674  0.268
25 H -1.7065 0.0000 4.6213  0.343
26 H -4.1164 2.3602 0.9624  0.409
27 H -3.0169 4.1423 -0.6768  0.404
28 H -0.5974 3.1771 -1.2905  0.414
29 H -4.1164 -2.3601 0.9624  0.412
30 H -3.0169 -4.1423 -0.6768  0.400
31 H -0.5974 -3.1771 -1.2905  0.441
32 H -3.6840 0.0000 4.3964  0.252
33 H -6.2853 0.0000 4.3878  0.423
34 H -7.0250 0.0000 1.8208  0.446
35 C 3.9736 -3.1644 0.0571  -1.711
36 C 3.7871 -1.6350 0.1049  1.487
37 C 4.5369 -1.0218 -1.0903  -1.827
38 C 4.3758 -1.1160 1.4278  -1.603
39 N 2.3282 -1.3956 0.0173  -0.151
40 N 1.9673 0.0000 0.0000  -0.313
41 H 5.0351 -3.4345 0.1042  0.408
42 H 3.5672 -3.5884 -0.8690  0.392
43 H 3.4724 -3.6574 0.8986  0.407
44 H 5.5930 -1.3161 -1.0823  0.445
45 H 4.5085 0.0732 -1.0745  0.388
46 H 4.1098 -1.3568 -2.0427  0.402
47 H 5.4268 -1.4108 1.5296  0.447
48 H 3.8357 -1.5212 2.2912  0.334
49 H 4.3409 -0.0231 1.4911  0.393
50 H 1.8466 -1.8955 0.7719  0.319
51 H 2.2773 0.4596 -0.8826  0.262
52 H 2.2864 0.5149 0.8491  0.258
53 H 0.0000 0.0000 -1.6556  -0.278



2.
Entry from the OMol25 dataset: C20H24AuBrN8O3 as an isolated structure (wB97M-V/def2-TZVPD).

The strongest force on any atom is 0.39 eV/Å. As for the multiplicity: 1. The energy above the lowest of the compared OMol25 structures with the same formula, charge and spin is 0.0 kcal per mole. The net charge is +2. As for the LUMO energy: -7.2 eV. The value obtained for the highest occupied orbital energy is -13.517 eV.

Last column: Mulliken charge in e.
Cartesian coordinates (Å):
1 Au 0.6583 -0.5889 -1.1947  1.137
2 O 2.6099 2.4759 -0.8316  -0.746
3 C 1.7660 3.4725 -0.3956  0.328
4 C 2.3244 4.6537 0.0623  -0.696
5 C 1.5042 5.6884 0.4791  -0.451
6 C 0.1223 5.5623 0.4231  -0.800
7 C -0.4298 4.3814 -0.0383  -0.625
8 C 0.3761 3.3147 -0.4295  0.355
9 C -0.2949 2.0238 -0.8052  0.506
10 O 0.4586 1.2648 -1.7522  -0.907
11 N -0.4420 1.1715 0.4001  -0.531
12 N -0.9119 -0.0754 -0.0518  -0.059
13 C -1.9873 -0.6056 0.3931  0.328
14 C -2.6069 -1.8369 -0.0292  -0.142
15 Br -2.1056 -2.5959 -1.6907  -0.100
16 C -3.6069 -2.3976 0.6754  -0.545
17 C -4.2518 -1.8412 1.8742  0.252
18 C -4.7638 -0.5419 1.8843  -0.368
19 C -5.3901 -0.0516 3.0188  -0.665
20 C -5.5029 -0.8491 4.1494  -0.473
21 C -5.0127 -2.1482 4.1373  -0.556
22 C -4.4049 -2.6512 2.9992  -0.470
23 H 2.0337 1.8652 -1.3402  0.379
24 H 3.4014 4.7530 0.0855  0.404
25 H 1.9485 6.6079 0.8344  0.409
26 H -0.5152 6.3793 0.7281  0.414
27 H -1.5078 4.2806 -0.1023  0.397
28 H -1.2815 2.2158 -1.2437  0.495
29 H -1.0871 1.5881 1.0727  0.391
30 H -2.5049 -0.0586 1.1789  0.540
31 H -3.9820 -3.3542 0.3235  0.530
32 H -4.7237 0.0632 0.9856  0.630
33 H -5.8077 0.9459 3.0139  0.403
34 H -5.9931 -0.4655 5.0335  0.412
35 H -5.1180 -2.7756 5.0115  0.407
36 H -4.0429 -3.6716 2.9858  0.438
37 N 6.5597 0.8617 -3.3280  -0.334
38 C 5.3813 0.9849 -2.7306  0.694
39 N 5.0171 2.1345 -2.1857  -0.180
40 N 4.6240 -0.1217 -2.7081  -0.569
41 C 3.4272 -0.3182 -2.4260  0.617
42 N 2.3275 -0.7005 -2.2645  -0.579
43 H 7.2148 1.6232 -3.3892  0.206
44 H 6.8031 -0.0208 -3.7467  0.258
45 H 5.6371 2.9274 -2.2258  0.245
46 H 4.1423 2.2549 -1.6794  0.214
47 C 0.4780 -4.6653 1.0705  -0.749
48 N 0.9064 -4.6694 -0.3252  -0.192
49 C 1.0342 -3.5591 -1.0358  0.820
50 N 1.3450 -3.6202 -2.3342  -0.279
51 O 0.8420 -2.4510 -0.4225  -0.635
52 H 0.5965 -5.6712 1.4608  0.351
53 H -0.5665 -4.3671 1.1544  0.205
54 H 1.0959 -3.9858 1.6519  0.275
55 H 1.0698 -5.5543 -0.7768  0.206
56 H 1.5204 -4.5021 -2.7857  0.202
57 H 1.6161 -2.7787 -2.8181  0.204



3.
Entry from the OMol25 dataset: one molecule with the formula C3H3BrN2O (wB97M-V/def2-TZVPD).

Its SMILES is Nc1ncoc1Br. The strongest force on any atom is 6.65 eV/Å. As for the multiplicity: 1. The energy above the lowest of the compared OMol25 structures with the same formula, charge and spin is 35.0 kcal per mole. As for the LUMO energy: 0.6 eV. The value obtained for the highest occupied orbital energy is -8.104 eV.

Last column: Mulliken charge in e.
Cartesian coordinates (Å):
1 N -0.6260 0.0535 -1.2127  -0.490
2 C -0.3635 -0.0818 0.1668  0.598
3 N 0.6153 0.2875 0.9484  -0.567
4 C 0.3161 0.0580 2.1754  -0.066
5 O -0.8797 -0.4925 2.3364  -0.293
6 C -1.4242 -0.5549 1.1427  0.082
7 Br -3.0264 -1.4973 0.7339  -0.153
8 H -1.5272 -0.3177 -1.3454  0.203
9 H 0.0645 -0.3476 -1.7461  0.252
10 H 0.8600 0.4561 2.9673  0.432



4.
Entry from the OMol25 dataset: a 2-piece molecular cluster, C10H21N2O3 overall (wB97M-V/def2-TZVPD).

The strongest force on any atom is 4.90 eV/Å. As for the multiplicity: 3. The net charge is +1. As for the LUMO energy (alpha / beta): -2.7 / -5.2 eV. The value obtained for the highest occupied orbital energy (alpha / beta) is -10.345 / -13.864 eV.

Last column: Mulliken charge in e.
Cartesian coordinates (Å):
1 C 0.7468 1.6864 -0.9517  0.318
2 C 2.0158 1.4726 -0.2992  0.395
3 C 3.7289 -1.5734 0.6861  -1.551
4 C -2.9886 -0.1854 1.4649  -1.636
5 C -2.1142 2.1757 1.0312  -1.704
6 C -0.5068 -0.8198 -2.0045  -0.711
7 C -0.0477 -2.1616 0.0224  -1.063
8 C 3.6476 -0.1691 0.1224  -0.074
9 C -0.8360 0.1177 0.2278  -1.397
10 C -2.2012 0.7246 0.4229  1.420
11 N 0.2880 2.4995 -1.7336  -0.417
12 N -0.8885 -1.0631 -0.6327  0.415
13 O 2.6370 2.3402 0.2642  -0.540
14 O -2.8093 0.7048 -0.9386  -0.561
15 O 2.3827 0.1703 -0.4362  -0.192
16 H 3.2262 -1.6650 1.6036  0.353
17 H 3.4719 -2.2496 -0.0009  0.467
18 H 4.7246 -1.8703 0.7631  0.466
19 H -4.0478 0.0775 1.5458  0.447
20 H -2.6305 -0.0761 2.5140  0.409
21 H -2.9104 -1.2060 1.3595  0.426
22 H -1.0807 2.4364 0.9377  0.471
23 H -2.6574 2.9262 0.6505  0.414
24 H -2.2388 2.1158 2.0948  0.393
25 H -0.3448 -1.7143 -2.6170  0.404
26 H -1.2672 -0.2854 -2.5674  0.218
27 H 0.3641 -0.2150 -1.9147  0.350
28 H -0.3726 -3.0837 -0.3981  0.464
29 H 0.9491 -2.2759 -0.2536  0.402
30 H -0.1294 -2.0980 1.0663  0.415
31 H 4.4827 -0.0715 -0.7194  0.213
32 H 3.8555 0.5641 1.0474  0.319
33 H -0.2523 0.1361 1.1443  0.520
34 H -0.6095 2.7982 -1.8862  0.257
35 H -1.9054 -1.2634 -0.5689  0.489
36 H -3.6817 1.1004 -1.0461  0.398